[1]
28
Properties=species:S:1:pos:R:3:lowdin_charge:R:1 method="wB97M-V/def2-TZVPD" multiplicity=5 charge=0 homo_energy_ev="-5.972 / -8.471" s2=6.147 gap_ev="6.36 / 4.56"
O -0.5327 -0.4532 -3.3434 0.144
C -0.9845 -0.8002 -2.3336 -0.159
Fe -1.8267 -1.3501 -0.8901 0.119
C -3.2599 -0.3638 -1.3460 -0.093
O -4.1893 0.2982 -1.5523 0.165
C -2.5403 -2.7135 -1.8202 -0.092
O -2.9795 -3.6492 -2.3486 0.163
C -0.7591 -0.0059 0.3168 -0.190
C 0.4386 -0.8774 0.1564 -0.216
C -0.1134 -2.2359 -0.1437 -0.193
C -1.1928 -2.7329 0.5968 -0.165
C -2.1081 -1.8351 1.1747 -0.171
C -1.8720 -0.4548 1.0369 -0.170
H -0.6692 1.0562 0.0558 0.123
H 1.0659 -0.5230 -0.6827 0.100
H 1.1470 -0.8291 1.0052 0.125
H 0.4697 -2.9188 -0.7745 0.126
H -1.3834 -3.8142 0.6238 0.133
H -3.0240 -2.2002 1.6443 0.116
H -2.6063 0.2686 1.4127 0.133
H 2.5700 1.3777 -0.3167 0.082
N 3.1036 1.9088 0.3672 0.301
C 2.7558 3.1644 0.4436 -0.421
C 3.9036 3.8070 1.4433 -0.485
F 3.8107 3.2141 2.6747 0.111
F 5.1669 3.6052 0.9586 0.113
F 3.7287 5.1463 1.6089 0.119
O 1.8805 3.9105 0.0321 0.179

---

[2]
26
Properties=species:S:1:pos:R:3:lowdin_charge:R:1 method="wB97M-V/def2-TZVPD" multiplicity=2 charge=+2 homo_energy_ev="-16.533 / -16.530" s2=0.753 e_above_lowest_ev=1.071 gap_ev="6.97 / 6.52"
O 0.6776 -7.3231 -2.8385 0.040
C 0.1800 -6.4786 -2.2399 -0.020
Yb -0.2920 -2.8420 -0.0330 1.278
C -1.3149 -1.1911 1.3380 -0.042
O -1.9715 -0.3812 1.8159 0.194
C 1.9262 -1.5163 0.4664 -0.072
O 2.9113 -0.8938 0.6120 0.140
C -0.0141 -1.6201 -1.9980 -0.081
O -0.0441 -1.0546 -2.9944 0.198
C 0.6616 -3.7359 1.9066 -0.061
O 0.9928 -4.4629 2.7451 0.203
H 1.4372 -3.6753 -0.8354 -0.016
C -0.8009 4.4253 0.3470 -0.017
C -0.4046 3.0138 0.1509 -0.231
C -1.0540 2.2626 -0.8291 0.035
C -0.7859 0.8971 -0.8891 -0.171
N 0.1426 0.3918 -0.1096 -0.058
C 0.7349 1.0387 0.8688 -0.154
C 0.5291 2.4132 0.9933 0.043
H -0.6194 5.0011 -0.5625 0.109
H -1.8676 4.4790 0.5740 0.108
H -0.2394 4.8595 1.1682 0.092
H -1.8245 2.6579 -1.4969 0.143
H -1.3671 0.2653 -1.5656 0.096
H 1.3658 0.5337 1.5988 0.106
H 1.0409 2.9358 1.8071 0.140

---

[3]
37
Properties=species:S:1:pos:R:3:lowdin_charge:R:1 method="wB97M-V/def2-TZVPD" charge=-1 homo_energy_ev=-6.275 e_above_lowest_ev=1.044 gap_ev=6.10
Au -0.5508 0.6267 -0.5174 1.219
O -0.7922 4.0329 1.5631 -0.132
P -1.8110 2.7941 1.5978 0.190
O -2.6417 2.8144 2.8075 -0.287
O -1.0297 1.4746 1.4187 -0.433
O -2.7095 2.9829 0.2489 -0.270
P -2.0458 3.3510 -1.1984 0.182
O -3.1139 2.7415 -2.1954 -0.107
O -1.8562 4.7979 -1.3617 -0.261
O -0.7002 2.5935 -1.2772 -0.391
H -0.7143 4.4395 0.6820 0.049
H -3.3069 1.8154 -1.9560 0.046
F -2.1478 -1.0756 2.0319 0.138
C -3.1625 -1.4425 1.2613 -0.663
F -4.2275 -0.7034 1.5416 0.158
F -3.4504 -2.7263 1.5266 0.122
S -2.7186 -1.3062 -0.5435 0.533
O -3.5269 -2.2886 -1.1907 -0.251
O -1.2616 -1.5659 -0.5425 -0.340
O -2.9744 0.0818 -0.9107 -0.353
C 3.2399 -2.5286 1.8542 -0.081
C 2.1295 -1.7535 2.2432 -0.065
C 1.4859 -0.9607 1.3369 -0.024
C 1.9297 -0.9024 -0.0085 -0.166
C 1.3124 -0.1196 -1.0032 -0.135
C 1.7768 -0.0216 -2.2738 -0.081
C 2.9140 -0.7730 -2.6441 -0.077
C 3.5315 -1.5821 -1.7339 -0.039
C 3.0665 -1.6640 -0.3990 -0.164
C 3.6967 -2.4807 0.5675 -0.043
H 3.7333 -3.1568 2.5850 0.100
H 1.7850 -1.7862 3.2684 0.108
H 0.6378 -0.3578 1.6437 0.087
H 1.2833 0.6052 -3.0057 0.110
H 3.2775 -0.7050 -3.6610 0.103
H 4.3876 -2.1812 -2.0208 0.110
H 4.5545 -3.0698 0.2648 0.109